Record 1
13 unconnected molecules or ions with the total composition C39H78O15. Source: the Open Molecules 2025 dataset; level of theory: wB97M-V/def2-TZVPD.

Results
E_tot   -2661.30945 hartree
HOMO-LUMO gap (alpha / beta)   2.62 / 6.84 eV
Total charge   -1
<S²>   0.753
F_max   0.094 Eh/bohr
Multiplicity   2

Element x y z (Å)
C (0.7749, 3.2827, -2.5642)
O (0.3130, 4.1422, -3.6354)
C (-0.3141, 5.3176, -3.4173)
O (-0.4649, 6.2310, -4.2486)
O (-0.6831, 5.4407, -2.1466)
C (-1.2217, 6.6699, -1.6840)
H (-0.0092, 2.7884, -1.9906)
H (1.3635, 3.8928, -1.8790)
H (1.4207, 2.4861, -2.9338)
H (-1.6428, 6.4716, -0.6984)
H (-2.0707, 7.0517, -2.2510)
H (-0.3848, 7.3681, -1.6693)
C (-4.5150, 3.3520, -2.5908)
C (-3.9287, 2.7225, -1.3477)
O (-4.2119, 1.6046, -1.0752)
C (-3.0155, 3.5426, -0.4212)
H (-3.7196, 3.5086, -3.3195)
H (-5.1725, 4.2165, -2.4982)
H (-5.1043, 2.5490, -3.0335)
H (-2.2349, 4.1035, -0.9352)
H (-2.5301, 2.8231, 0.2382)
H (-3.5530, 4.3085, 0.1380)
C (4.0690, 1.9576, -5.0034)
C (4.0354, 1.0348, -3.7501)
O (3.9444, -0.2001, -3.8635)
C (4.3459, 1.6174, -2.3951)
H (3.3239, 1.6112, -5.7197)
H (5.0304, 1.9275, -5.5163)
H (3.8481, 3.0102, -4.8268)
H (3.8825, 0.9407, -1.6772)
H (3.9568, 2.6346, -2.3504)
H (5.4263, 1.5859, -2.2545)
C (0.9722, 5.3368, 0.9803)
C (1.2983, 3.8723, 0.7399)
O (0.4196, 3.0184, 0.6333)
C (2.7632, 3.4688, 0.4590)
H (0.4599, 5.4363, 1.9373)
H (0.4514, 5.7577, 0.1203)
H (1.8669, 5.8588, 1.3195)
H (2.9260, 2.4050, 0.6319)
H (3.4617, 4.0332, 1.0768)
H (2.9783, 3.7505, -0.5718)
C (-3.9224, -3.0088, 5.5204)
C (-2.9454, -1.9324, 5.0325)
O (-2.7290, -1.7965, 3.8548)
C (-2.3272, -0.9706, 6.0281)
H (-3.4084, -3.7102, 6.1776)
H (-4.2879, -3.6096, 4.6877)
H (-4.7888, -2.5403, 5.9874)
H (-2.4507, -1.2982, 7.0604)
H (-2.8581, -0.0228, 5.9388)
H (-1.2568, -0.8702, 5.8483)
C (5.5069, -2.7614, -1.6924)
C (4.6804, -3.6813, -0.7841)
O (4.8027, -4.9200, -0.8148)
C (3.6299, -3.0195, 0.0722)
H (6.2434, -2.1887, -1.1288)
H (4.8928, -2.0760, -2.2765)
H (6.0340, -3.3865, -2.4132)
H (3.9685, -2.5537, 0.9976)
H (2.9138, -3.6745, 0.5685)
H (3.0832, -2.2931, -0.5291)
C (2.0344, -3.0630, -3.4543)
C (0.9286, -3.1898, -4.5082)
O (-0.0181, -3.8792, -4.2509)
C (1.0648, -2.4576, -5.7594)
H (1.6826, -2.3870, -2.6750)
H (3.0483, -2.7342, -3.6824)
H (2.1514, -4.0087, -2.9250)
H (0.4903, -1.5404, -5.6300)
H (0.7289, -2.9466, -6.6738)
H (2.0973, -2.1440, -5.9137)
C (-4.9587, -2.7861, 1.6603)
C (-5.4022, -1.4736, 1.0499)
O (-5.9909, -1.4194, -0.0424)
C (-4.9998, -0.2321, 1.8567)
H (-3.8813, -2.8438, 1.8153)
H (-5.1745, -3.5566, 0.9201)
H (-5.5430, -2.9099, 2.5721)
H (-3.9573, -0.0151, 1.6240)
H (-5.1832, -0.5161, 2.8930)
H (-5.5195, 0.6458, 1.4730)
C (-0.2945, -4.1466, -0.6981)
C (-0.2669, -5.1091, 0.5006)
O (-0.2013, -6.3017, 0.2671)
C (-0.0685, -4.6422, 1.9230)
H (-0.2363, -4.6807, -1.6465)
H (0.5477, -3.4588, -0.6225)
H (-1.1534, -3.4768, -0.7398)
H (0.3929, -5.3466, 2.6151)
H (-1.0389, -4.3882, 2.3495)
H (0.5416, -3.7405, 1.8686)
C (-2.5061, 0.8192, -3.9074)
C (-1.7005, -0.3551, -3.3085)
O (-0.4733, -0.3673, -3.3384)
C (-2.4265, -1.6248, -2.8757)
H (-1.9335, 1.7448, -3.8476)
H (-3.4528, 0.9421, -3.3815)
H (-2.8811, 0.6814, -4.9215)
H (-3.2491, -1.2540, -2.2641)
H (-1.8744, -2.2512, -2.1750)
H (-2.9371, -2.1465, -3.6852)
C (3.6165, -1.7884, 3.6884)
C (2.5603, -2.7926, 4.0633)
O (2.6426, -4.0012, 3.7372)
C (1.2522, -2.2605, 4.5995)
H (4.0893, -1.5896, 4.6502)
H (3.2654, -0.9092, 3.1482)
H (4.4557, -2.2191, 3.1421)
H (0.5097, -3.0329, 4.8002)
H (0.8939, -1.4769, 3.9319)
H (1.4827, -1.8567, 5.5853)
C (-1.0322, -0.4462, 0.5736)
C (0.4685, -0.6554, 0.4993)
O (1.1600, -1.0226, 1.4320)
C (1.1348, -0.0839, -0.7682)
H (-1.2627, 0.5637, 0.2344)
H (-1.3848, -0.6067, 1.5924)
H (-1.5776, -1.2078, 0.0162)
H (0.7507, 0.9035, -1.0243)
H (0.9705, -0.7851, -1.5864)
H (2.2128, 0.0071, -0.6349)
C (-1.0341, 1.3836, 3.8013)
C (0.1134, 1.4983, 4.7843)
O (0.0003, 1.4924, 6.0315)
C (1.4997, 1.6334, 4.2173)
H (-1.1640, 0.4243, 3.3003)
H (-0.8724, 2.0999, 2.9958)
H (-1.9640, 1.6194, 4.3188)
H (2.2331, 1.6535, 5.0235)
H (1.5860, 2.5951, 3.7117)
H (1.6712, 0.8035, 3.5318)

Results of the Löwdin charge analysis, in e, for atoms 1 through 99: -0.0199, -0.0047, -0.5575, 0.0751, -0.0570, -0.0548, 0.0751, 0.0755, 0.0845, 0.0867, 0.0940, 0.1042, -0.0235, -0.5028, 0.0687, 0.0092, 0.0746, 0.0826, 0.0749, 0.0537, 0.0682, 0.0852, -0.0162, -0.4345, 0.0147, -0.0218, 0.0755, 0.0775, 0.0693, 0.0652, 0.0590, 0.0949, -0.0863, -0.6668, -0.1542, -0.0953, 0.0489, 0.0300, 0.0526, 0.0532, 0.0484, 0.0166, -0.0150, -0.4721, 0.0434, -0.0120, 0.0812, 0.0653, 0.0836, 0.0782, 0.0896, 0.0663, -0.0200, -0.4383, 0.0343, -0.0138, 0.0815, 0.0483, 0.0781, 0.0666, 0.0795, 0.0610, -0.0081, -0.5089, 0.0666, -0.0187, 0.0540, 0.0605, 0.0851, 0.0859, 0.0888, 0.0800, -0.0327, -0.4580, 0.0298, -0.0142, 0.0682, 0.0792, 0.0787, 0.0726, 0.0720, 0.0773, -0.0017, -0.4526, 0.0504, -0.0160, 0.0782, 0.0608, 0.0512, 0.0849, 0.0778, 0.0561, -0.0023, -0.4099, 0.0283, -0.0026, 0.0757, 0.0470, 0.0887

Record 2
13 unconnected molecules or ions with the total composition C39H78O39. Source: the Open Molecules 2025 dataset; level of theory: wB97M-V/def2-TZVPD.

Results
E_tot   -4467.20174 hartree
HOMO-LUMO gap   11.00 eV
Total charge   0
ΔE to the lowest compared entry with this formula, charge and spin   2.119 eV
F_max   0.077 Eh/bohr

Element x y z (Å)
C (-5.7867, -3.8585, 0.6711)
O (-4.5801, -3.8924, 1.4429)
C (-3.6361, -3.0312, 1.1802)
O (-3.7025, -2.1356, 0.3703)
O (-2.5211, -3.2284, 1.9224)
C (-1.3720, -2.4913, 1.5058)
H (-5.4695, -4.1126, -0.3071)
H (-6.1370, -2.8397, 0.6750)
H (-6.4582, -4.5768, 1.1274)
H (-1.4014, -1.5233, 1.9910)
H (-1.4022, -2.3740, 0.4337)
H (-0.5260, -3.0783, 1.8490)
C (-3.1117, 5.4660, -0.1995)
O (-3.8761, 4.3192, -0.5109)
C (-3.2978, 3.1327, -0.7137)
O (-2.0712, 3.0315, -0.8004)
O (-4.1545, 2.1671, -0.7097)
C (-3.7312, 0.9059, -1.2839)
H (-2.7455, 5.8911, -1.1207)
H (-2.2826, 5.1172, 0.4591)
H (-3.8460, 6.1749, 0.2300)
H (-2.6577, 0.8226, -1.2753)
H (-4.1076, 0.8571, -2.3116)
H (-4.2018, 0.1309, -0.6642)
C (-0.3188, 1.6748, -6.9940)
O (0.7181, 2.3076, -6.0881)
C (0.2640, 2.5481, -4.8519)
O (-0.8018, 2.1697, -4.4496)
O (1.2439, 3.0104, -4.0691)
C (0.8574, 3.4665, -2.6976)
H (-1.2419, 2.2236, -6.8847)
H (-0.4389, 0.6410, -6.6982)
H (0.0440, 1.8225, -8.0106)
H (0.9503, 2.6359, -2.0176)
H (-0.1488, 3.8625, -2.7048)
H (1.6674, 4.1730, -2.4933)
C (0.8085, -4.9124, -2.5489)
O (0.7074, -3.9364, -1.4737)
C (1.8058, -3.3629, -1.0321)
O (2.9134, -3.4814, -1.4524)
O (1.4479, -2.6416, 0.0487)
C (2.3620, -2.0972, 0.9447)
H (0.1905, -4.5866, -3.3689)
H (0.4125, -5.8090, -2.1132)
H (1.8458, -5.0406, -2.8871)
H (3.2848, -2.6653, 0.9588)
H (1.8827, -2.0055, 1.9373)
H (2.6841, -1.1101, 0.6072)
C (-0.3560, 1.6624, 1.5622)
O (-0.6954, 0.4870, 0.7476)
C (0.1073, 0.4198, -0.3555)
O (1.1680, 1.0096, -0.5140)
O (-0.3195, -0.5960, -1.1203)
C (0.2946, -0.7702, -2.3582)
H (-1.1922, 1.6849, 2.2707)
H (-0.4745, 2.5512, 0.9609)
H (0.6416, 1.5273, 2.0037)
H (-0.3061, -0.2735, -3.1157)
H (0.2097, -1.8377, -2.5498)
H (1.3236, -0.3781, -2.3069)
C (-2.8231, 2.5822, 6.9692)
O (-3.0813, 3.0568, 5.6726)
C (-3.3512, 2.1252, 4.7921)
O (-3.3420, 0.9299, 4.9868)
O (-3.6192, 2.6939, 3.6315)
C (-4.2628, 1.9722, 2.5994)
H (-3.4716, 1.7619, 7.2920)
H (-2.9274, 3.3823, 7.6625)
H (-1.8033, 2.2756, 7.0566)
H (-5.1392, 1.3729, 2.9494)
H (-3.5279, 1.2622, 2.1845)
H (-4.5879, 2.6551, 1.8414)
C (3.0473, -0.3312, 5.4680)
O (1.8200, -0.8977, 5.8512)
C (0.7784, -0.8616, 5.0424)
O (0.8196, -0.3505, 3.9468)
O (-0.3001, -1.3426, 5.6530)
C (-1.5171, -1.5709, 4.9793)
H (3.7604, -0.8478, 6.1136)
H (3.0183, 0.7716, 5.5986)
H (3.1929, -0.5639, 4.4121)
H (-1.4777, -2.5673, 4.5120)
H (-1.6050, -0.8032, 4.2170)
H (-2.3345, -1.4499, 5.6895)
C (-2.6565, -3.4377, -2.2235)
O (-2.4780, -4.7416, -2.9068)
C (-3.2158, -5.7731, -2.5887)
O (-4.0101, -5.8828, -1.6752)
O (-2.7873, -6.7930, -3.3199)
C (-3.3178, -8.0957, -3.1129)
H (-1.6280, -3.1072, -2.0845)
H (-3.2596, -3.5546, -1.3827)
H (-3.0214, -2.7506, -2.9920)
H (-2.6987, -8.7807, -3.6570)
H (-4.4140, -8.1358, -3.1118)
H (-3.3029, -8.3017, -2.0143)
C (5.1194, -3.3765, -3.9097)
O (4.4292, -3.0940, -5.1865)
C (3.5076, -2.1266, -5.1279)
O (3.1581, -1.5750, -4.0825)
O (2.9751, -1.9476, -6.3249)
C (2.1447, -0.8041, -6.4903)
H (4.4016, -3.9057, -3.3016)
H (5.6002, -2.5170, -3.5677)
H (5.9192, -4.0420, -4.1425)
H (1.3393, -0.8619, -5.7498)
H (1.7580, -0.7916, -7.5132)
H (2.6525, 0.1308, -6.3711)
C (-1.1209, -4.2844, -5.9129)
O (-2.2838, -3.4765, -5.7666)
C (-2.1883, -2.1666, -5.5504)
O (-1.1511, -1.5287, -5.5789)
O (-3.3779, -1.5620, -5.2522)
C (-3.3080, -0.1177, -5.1789)
H (-0.5095, -4.1290, -5.0097)
H (-0.5342, -3.9824, -6.7950)
H (-1.4682, -5.3126, -5.9168)
H (-2.8680, 0.2171, -4.2457)
H (-4.3545, 0.2063, -5.1642)
H (-2.7757, 0.3795, -5.9965)
C (0.5843, 2.7487, 5.8038)
O (1.5330, 2.3171, 6.8347)
C (1.1969, 2.3993, 8.1004)
O (0.0753, 2.7375, 8.5203)
O (2.2206, 1.9838, 8.8881)
C (1.9949, 1.8056, 10.3305)
H (1.1459, 2.7009, 4.8628)
H (0.2630, 3.7842, 6.0350)
H (-0.1782, 2.0194, 5.7175)
H (2.4207, 0.8110, 10.5289)
H (0.9391, 1.9155, 10.5235)
H (2.5508, 2.5838, 10.8192)
C (3.1050, 4.0808, 0.9260)
O (3.2002, 5.0875, 1.9705)
C (2.1522, 5.1685, 2.8483)
O (1.1759, 4.4464, 2.8053)
O (2.3610, 6.1205, 3.7116)
C (1.4154, 6.2808, 4.7679)
H (3.2276, 4.5681, -0.0201)
H (2.1129, 3.6127, 0.9194)
H (3.8823, 3.3495, 1.1736)
H (0.4438, 5.9769, 4.3540)
H (1.4686, 7.3220, 5.0856)
H (1.7689, 5.6675, 5.5900)
C (3.8380, 1.8131, -2.9612)
O (5.2318, 1.5271, -2.9354)
C (5.9094, 1.5969, -1.7783)
O (5.5204, 2.0664, -0.7503)
O (7.1565, 1.0334, -1.8677)
C (8.0603, 1.4852, -0.8596)
H (3.3635, 1.3186, -2.1078)
H (3.3303, 1.4073, -3.8461)
H (3.6789, 2.9200, -2.8430)
H (8.0162, 0.9932, 0.1137)
H (7.8250, 2.5695, -0.7125)
H (9.0055, 1.3009, -1.3112)

Results of the Löwdin charge analysis, in e, for atoms 1 through 99: 0.0012, 0.0197, -0.6073, 0.0871, -0.0017, -0.0279, 0.0672, 0.0932, 0.1034, 0.0773, 0.0745, 0.0992, -0.0343, -0.0193, -0.6103, 0.0817, 0.0195, 0.0269, 0.0872, 0.1097, 0.1049, 0.0744, 0.0905, 0.0921, 0.0175, -0.0101, -0.6254, 0.1053, -0.0284, 0.0280, 0.0821, 0.0592, 0.0942, 0.0603, 0.0843, 0.0891, 0.0229, -0.0114, -0.6161, 0.1416, -0.0282, -0.0397, 0.0523, 0.0963, 0.1018, 0.0938, 0.0948, 0.0970, -0.0109, -0.0294, -0.5499, 0.0777, -0.0232, -0.0292, 0.0864, 0.0708, 0.0929, 0.0894, 0.0803, 0.1029, -0.0427, 0.0351, -0.6256, 0.1111, 0.0056, -0.0270, 0.1095, 0.0919, 0.0510, 0.1181, 0.0951, 0.0780, -0.0327, -0.0024, -0.6062, 0.1001, 0.0085, -0.0330, 0.1026, 0.0983, 0.0905, 0.1029, 0.0698, 0.0980, 0.0753, -0.0013, -0.6175, 0.1158, -0.0116, -0.0415, 0.0809, 0.0488, 0.0966, 0.0906, 0.0987, 0.1007, 0.0165, 0.0019, -0.5891